C14H36F6O22P4S2Zn | ωB97M-V/def2-TZVPD

F_max: 4.91 eV Å⁻¹
Molecular weight: 923.828 Da
Charge: 0
Total energy: -6750.98366 Ha
Energy relative to the best compared isomer or geometry (same formula, charge and spin): 517.4 kJ/mol

Atoms and positions in Å:
1 Zn -0.5533 0.2224 0.1444
2 C -1.8757 0.6404 4.2821
3 F -0.8477 1.5150 3.8692
4 F -1.6097 0.0890 5.4253
5 F -3.0982 1.2808 4.4150
6 S -1.8838 -0.8101 2.9595
7 O -0.8630 -1.7517 3.4165
8 O -3.2096 -1.3164 2.9440
9 O -1.4494 -0.2493 1.7107
10 C -1.4468 4.9503 0.2217
11 F -1.7539 5.1481 -1.0374
12 F -0.8509 5.9612 0.7453
13 F -2.5985 4.7726 0.8230
14 S -0.2510 3.4039 0.4338
15 O 0.7852 3.4836 -0.6147
16 O 0.1720 3.7065 1.7964
17 O -1.0383 2.1628 0.1626
18 C -0.3193 -0.7970 -4.8218
19 O 0.5410 -0.8591 -3.6932
20 P 1.1121 0.4113 -2.8487
21 O 0.4240 0.5996 -1.5676
22 O 1.0048 1.6286 -3.9600
23 C 1.4444 2.9420 -3.6717
24 O 2.7088 0.0360 -2.7704
25 C 3.5754 0.4842 -1.7679
26 H -0.1822 -1.6680 -5.4627
27 H -0.0124 -0.0846 -5.5875
28 H -1.3176 -1.1168 -4.5229
29 H 1.9709 3.1767 -4.5968
30 H 2.1618 3.0142 -2.8542
31 H 0.6739 3.6854 -3.4675
32 H 3.5473 1.5729 -1.8108
33 H 4.5832 0.1124 -1.9528
34 H 3.2857 0.1694 -0.7653
35 C 1.9145 -3.2849 -2.1559
36 O 1.0749 -3.8276 -1.1948
37 P 0.6413 -3.0547 0.1928
38 O -0.0029 -1.7434 0.0585
39 O -0.1107 -4.2064 0.9895
40 C -1.5039 -4.2523 0.8264
41 O 2.1021 -3.1378 0.8792
42 C 2.6506 -4.2851 1.3844
43 H 1.6753 -3.6577 -3.1518
44 H 2.9204 -3.6518 -1.9517
45 H 2.0556 -2.2062 -2.0874
46 H -1.9924 -4.6226 1.7277
47 H -1.6209 -5.0074 0.0491
48 H -2.0946 -3.3473 0.6850
49 H 3.2398 -4.5145 0.4966
50 H 2.0100 -5.1561 1.5225
51 H 3.3765 -4.2487 2.1967
52 C -5.1089 0.8879 0.0474
53 O -4.4571 1.0230 -1.1487
54 P -3.4660 -0.0411 -1.7303
55 O -2.1815 -0.3012 -1.0358
56 O -4.3212 -1.3924 -1.9973
57 C -4.6211 -2.2211 -0.8980
58 O -3.3847 0.4958 -3.2855
59 C -2.9347 1.7540 -3.6695
60 H -5.4794 1.7934 0.5278
61 H -4.3658 0.3959 0.6749
62 H -6.0847 0.4053 -0.0084
63 H -4.5162 -3.2728 -1.1645
64 H -5.6640 -2.0198 -0.6531
65 H -4.1573 -2.1422 0.0853
66 H -2.3694 2.3654 -2.9662
67 H -3.7274 2.3783 -4.0818
68 H -2.1034 1.5317 -4.3386
69 C 4.2630 -0.7026 3.3468
70 O 3.0435 -0.8043 2.6624
71 P 2.3268 0.6347 2.2082
72 O 1.2093 0.4295 1.2627
73 O 1.9337 1.4921 3.5685
74 C 1.5835 0.8677 4.7485
75 O 3.5484 1.5696 1.5997
76 C 3.3832 2.8593 1.1560
77 H 5.0560 -1.2392 2.8260
78 H 4.0480 -1.1116 4.3340
79 H 4.6216 0.3198 3.4661
80 H 0.9979 -0.0300 4.5508
81 H 1.0972 1.5654 5.4303
82 H 2.5172 0.4821 5.1579
83 H 2.4392 3.2944 1.4842
84 H 3.5492 3.0300 0.0924
85 H 4.1604 3.3913 1.7047

These are the Löwdin partial charges, in e, on atoms 1 to 4:
1 Zn 0.487
2 C -0.525
3 F 0.058
4 F 0.158


CH2BrIO2S | ωB97M-V/def2-TZVPD

F_max: 7.36 eV Å⁻¹
Molecular weight: 284.900 Da
Charge: 0
Total energy: -3459.62998 Ha
Energy relative to the best compared isomer or geometry (same formula, charge and spin): 65.4 kJ/mol

Atoms and positions in Å:
1 C -0.1485 0.3925 0.3304
2 O -2.7597 0.8059 0.7103
3 O -1.3007 2.8760 0.3836
4 S -1.5335 1.5337 0.1437
5 Br -1.6990 1.1754 -1.9985
6 I 0.0915 0.2101 2.4358
7 H -0.6509 -0.4199 -0.1673
8 H 0.7318 0.6901 -0.2513

These are the natural (NBO) partial charges, in e, on atoms 1 to 4:
1 C -0.805
2 O -0.885
3 O -0.869
4 S 1.997


C7H23ClILuOP2 | ωB97M-V/def2-TZVPD

F_max: 2.08 eV Å⁻¹
Molecular weight: 522.532 Da
Charge: +2
Total energy: -3031.23560 Ha
Energy relative to the best compared isomer or geometry (same formula, charge and spin): 0.0 kJ/mol

Atoms and positions in Å:
1 C -0.8195 1.7379 0.5595
2 I -1.5722 0.2984 1.8520
3 H 0.1191 1.4133 0.1233
4 H -0.6964 2.6301 1.1630
5 H -1.5297 1.9137 -0.2513
6 Lu 1.3454 -2.4266 -1.1738
7 P 2.2062 0.4325 1.3219
8 C 1.6902 1.6299 2.6306
9 C 2.9009 -0.7836 2.5456
10 H 3.7298 -0.3269 3.1168
11 H 4.3878 1.3947 1.7491
12 H 3.2619 -1.6623 1.9911
13 H 4.1828 0.8429 0.0465
14 H 0.9199 1.1941 3.2857
15 H 2.0979 -1.0983 3.2335
16 C 3.7148 1.3462 0.8907
17 H 2.5834 1.9126 3.2071
18 H 3.3998 2.3522 0.6007
19 H 1.2882 2.5303 2.1518
20 P -1.2241 -1.3804 -1.7580
21 C -2.8695 -0.6881 -1.3309
22 C -1.3895 -1.1987 -3.5838
23 H -0.7950 -3.8948 -1.5932
24 H -2.3587 -3.4184 -2.3862
25 H -2.2089 -3.3005 -0.6087
26 C -1.6636 -3.1879 -1.5619
27 H -0.4016 -1.3582 -4.0476
28 H -2.1304 -1.9249 -3.9499
29 H -3.6325 -1.1997 -1.9440
30 H -2.8934 0.3852 -1.5675
31 H -1.7396 -0.1692 -3.7574
32 H -3.1027 -0.8233 -0.2633
33 Cl 3.3615 -3.4519 -1.8891
34 O -3.6595 3.4662 0.6703
35 H -3.7966 3.1578 -0.2404
36 H -2.7063 3.6555 0.7680

These are the natural (NBO) partial charges, in e, on atoms 1 to 4:
1 C -0.787
2 I 0.161
3 H 0.214
4 H 0.243


What is the molecular weight in the second record? 284.900 Da